{"formula": "C22H31N3O4", "method": "ωB97M-V/def2-TZVPD", "elements": ["O", "O", "O", "O", "N", "N", "N", "C", "C", "C", "C", "C", "C", "C", "C", "C", "C", "C", "C", "C", "C", "C", "C", "C", "C", "C", "C", "C", "C", "H", "H", "H", "H", "H", "H", "H", "H", "H", "H", "H", "H", "H", "H", "H", "H", "H", "H", "H", "H", "H", "H", "H", "H", "H", "H", "H", "H", "H", "H", "H"], "xyz": [[0.59820, -1.93984, 2.30165], [-2.97052, -0.32926, 0.69193], [-1.98386, -1.49787, -1.14784], [0.89254, -0.34116, -2.55595], [2.98762, -0.25959, -0.79904], [0.61165, -2.02267, -0.97697], [3.22836, -1.50398, 0.84699], [2.83131, -1.39024, -0.28249], [0.66827, -1.07048, 3.18526], [-1.82233, 0.27193, -2.39152], [-4.84639, 2.62915, -1.52874], [-2.11227, -0.81847, 1.79566], [-3.33644, 0.76539, -2.15136], [4.84951, 1.36689, 2.40094], [4.15157, 1.64982, 0.26068], [-3.07923, 3.23055, -2.95344], [0.13062, -0.76013, -1.78044], [-3.96804, -0.27990, -1.51618], [-2.62861, 2.59125, -0.62933], [3.77185, 0.50260, 0.29379], [-3.11166, -0.97830, -0.41031], [-1.58092, 0.04097, 2.67998], [2.04861, -2.24965, -0.87892], [4.23827, 0.03665, 2.34094], [-1.23193, -0.58281, -1.72826], [4.74508, 2.25303, 1.25903], [-0.58460, -0.38321, 3.89641], [-3.41258, 2.17526, -2.01805], [3.81965, -0.49203, 1.33524], [-2.53695, 0.47181, 3.29471], [-2.82583, -1.62924, 2.21767], [-4.94455, 3.82288, -1.45950], [-3.73403, -2.11654, -0.11485], [-1.15355, 1.01845, 2.13509], [-2.17888, 2.92971, -3.24282], [1.63857, -2.00069, 1.78744], [3.95811, 2.35747, -0.66435], [-1.57326, 2.42164, -0.60470], [-4.38955, -1.02696, -2.13345], [-3.83034, 1.00301, -3.20179], [-0.55772, 0.23700, 4.65644], [-4.97814, 0.09990, -0.67891], [-2.75225, 3.56334, -0.45494], [-2.78289, 1.75761, 0.32178], [1.51551, -0.84217, 4.00215], [-0.14567, -2.27123, -0.54511], [-5.56757, 2.03838, -2.29146], [-3.70032, 2.97046, -3.89553], [-5.18940, 2.04292, -0.53016], [-1.24348, 1.00033, -2.82851], [2.40068, -2.51277, -2.17115], [0.98897, -0.00178, 2.66804], [-1.22030, -1.55471, 1.22677], [-3.25831, 4.21176, -2.74700], [-1.03657, -1.26648, 4.24875], [2.65108, 0.06287, -1.70126], [5.28421, 1.76304, 3.35594], [4.33502, -0.50473, 3.44364], [2.10045, -3.36598, -0.55326], [5.20702, 3.26515, 1.44820]], "forces_ev_per_angstrom": [[3.15, -6.42, -5.46], [2.02, 3.59, 2.90], [-0.09, -2.43, 3.49], [2.40, 2.99, -2.62], [3.59, 7.51, -0.03], [3.56, 7.01, -5.15], [-0.19, -8.43, 8.37], [0.17, 2.35, -1.70], [3.36, 13.15, 5.89], [-5.23, 7.24, -2.71], [-2.39, -2.35, 0.22], [-1.15, -10.09, -6.53], [3.43, 0.31, -8.36], [-0.88, 0.76, -0.76], [1.06, 12.06, -7.04], [-2.73, -3.71, -4.30], [3.77, -7.22, 2.95], [-5.44, -1.16, 8.19], [0.40, -6.48, 0.91], [-5.41, -11.65, -3.71], [-3.41, -6.15, -2.73], [0.51, 8.74, 6.10], [-6.08, -11.23, -8.18], [6.53, 4.36, 15.26], [-0.98, -3.02, 1.94], [3.39, 0.08, 7.80], [-1.63, -6.35, -7.98], [-1.50, 5.40, 10.44], [-1.99, 2.57, -10.03], [1.95, -0.40, -1.29], [1.30, 1.12, -0.02], [-0.07, -3.07, -0.22], [1.69, 2.89, -1.05], [-0.61, -2.11, 1.09], [4.57, 0.25, -1.67], [-3.42, 0.15, 1.72], [0.21, -1.78, 1.45], [1.22, 0.10, -1.04], [-0.20, -0.71, -0.64], [0.64, -2.46, 0.48], [1.07, 3.53, 3.13], [2.68, -0.99, -2.93], [-0.94, 3.83, 1.39], [-0.71, 2.86, -2.59], [-0.98, -2.38, -1.16], [-4.30, -3.04, 4.29], [0.91, 2.13, 1.19], [0.58, 0.72, 0.93], [1.01, 1.99, -1.98], [1.31, 1.48, -1.38], [-0.68, 1.29, 3.70], [-0.11, -1.46, 0.27], [-2.53, 2.34, 1.59], [-0.10, 2.35, 1.16], [-1.36, -1.15, 1.14], [0.16, -0.13, 0.27], [-0.51, -0.74, -1.02], [-0.45, 1.00, -2.96], [0.38, 2.14, 0.10], [-0.91, -1.16, -1.11]], "nbo_charge": [-0.754, -0.555, -0.538, -0.584, -0.509, -0.650, -0.529, 0.330, -0.003, -0.095, -0.613, -0.092, -0.289, -0.194, -0.269, -0.595, 0.675, -0.392, -0.638, 0.141, 0.447, -0.460, -0.226, -0.216, 0.092, -0.221, -0.371, -0.043, 0.133, 0.199, 0.191, 0.232, 0.115, 0.222, 0.208, 0.523, 0.214, 0.196, 0.239, 0.239, 0.218, 0.197, 0.187, 0.231, 0.146, 0.396, 0.197, 0.188, 0.222, 0.205, 0.202, 0.061, 0.207, 0.229, 0.188, 0.453, 0.216, 0.201, 0.261, 0.237], "e_lumo_ha": 0.013, "total_energy_ev": -35957.7278, "gap_ev": 8.94, "de_lowest_ev": 22.561, "largest_force_ha_per_bohr": 0.334}